No. 1
Here is a 5-piece molecular cluster, C48H91F9O6PS overall from OMol25. Energies are from ωB97M-V/def2-TZVPD.

Last column: Mulliken charge in e.
Element x y z (Å)
C1 -1.66978 3.30579 0.60209  -0.438
O1 -0.56290 3.75618 -0.19141  -0.499
C2 0.54430 2.90576 0.11981  0.090
C3 1.74347 3.17596 -0.80185  -0.547
C4 2.97285 2.35589 -0.26042  -0.823
C5 3.38824 1.19863 -1.19271  -1.041
C6 2.21056 0.15305 -1.23165  2.121
C7 2.45849 -0.91005 -0.10362  -1.202
C8 1.19024 -1.30393 0.67962  -0.434
P1 -0.11496 -2.37481 -0.13600  -0.220
C9 0.93849 -3.07089 -1.58371  -0.620
C10 1.96679 -4.13655 -1.20704  0.220
C11 2.35590 -5.03387 -2.22149  -0.482
C12 3.30588 -6.02793 -2.04609  -0.757
C13 3.92771 -6.16840 -0.79863  -0.476
C14 3.55288 -5.30661 0.22132  -1.153
C15 2.59662 -4.29983 0.02643  0.477
S1 -1.67246 -1.90503 1.48987  1.432
O2 -2.29493 -0.61704 1.15267  -0.819
O3 -2.71917 -2.91066 1.63126  -0.780
C16 -1.01627 -1.65775 3.23440  0.495
F1 -0.25819 -0.54048 3.39187  -0.300
F2 -2.14595 -1.37791 3.97345  -0.264
C17 -0.35360 -2.91121 3.92197  0.042
F3 -1.34327 -3.83562 4.04779  -0.235
F4 0.61726 -3.50803 3.19273  -0.154
C18 0.24792 -2.68208 5.38288  0.683
F5 -0.10490 -3.73229 6.19281  -0.356
F6 -0.17636 -1.56872 6.00332  -0.227
C19 1.82057 -2.65568 5.41821  0.585
F7 2.17851 -2.14263 6.62479  -0.293
F8 2.32662 -1.82239 4.50551  -0.192
F9 2.34447 -3.87661 5.36674  -0.242
O4 -1.44344 -3.29090 -0.80822  -0.709
C20 -2.30894 -2.51361 -1.61497  -1.197
C21 -1.46299 -1.27326 -2.05323  0.394
C22 -2.20024 -0.01456 -2.56901  -1.163
C23 -3.60583 0.20989 -1.95195  -0.033
C24 -4.03838 1.67027 -2.28889  -0.489
O5 -5.08749 2.10896 -1.41853  -0.581
O6 -0.66076 -0.97006 -0.94672  0.456
H1 -2.25140 4.18699 0.92979  0.362
H2 -2.35266 2.65923 0.02350  0.018
H3 -1.33998 2.78669 1.51787  0.220
H4 0.89416 3.07327 1.16465  0.286
H5 0.18106 1.86175 0.08953  0.044
H6 1.52268 2.76624 -1.80627  0.179
H7 2.00184 4.23736 -0.90855  0.409
H8 3.83598 3.04560 -0.18347  0.469
H9 2.73387 1.98888 0.75221  0.403
H10 3.55065 1.50750 -2.23967  0.203
H11 4.29384 0.67304 -0.84839  0.446
H12 1.23739 0.64228 -1.13173  -0.774
H13 2.28886 -0.33370 -2.22036  -0.932
H14 3.12216 -0.38979 0.61881  0.916
H15 3.06852 -1.72753 -0.51432  0.019
H16 1.51262 -1.73979 1.64669  0.034
H17 0.68914 -0.35292 0.95182  0.558
H18 0.11827 -3.58162 0.61611  0.730
H19 1.37773 -2.28065 -2.22131  -0.370
H20 0.24887 -3.59021 -2.26815  0.881
H21 1.92426 -4.94860 -3.22585  0.400
H22 3.56939 -6.66387 -2.89656  0.363
H23 4.69464 -6.93449 -0.66017  0.353
H24 4.01688 -5.38050 1.20857  0.414
H25 2.34356 -3.64312 0.85857  0.307
H26 -2.63625 -3.15383 -2.45506  0.251
H27 -3.23765 -2.21326 -1.09360  0.350
H28 -0.91733 -1.62320 -2.95910  0.088
H29 -2.31167 -0.14466 -3.66254  0.423
H30 -1.58517 0.88903 -2.42358  0.177
H31 -4.31095 -0.49107 -2.42860  0.303
H32 -3.62063 0.12694 -0.85266  0.068
H33 -3.16622 2.34156 -2.17522  0.223
H34 -4.38968 1.74205 -3.33475  0.369
H35 -5.25363 1.42362 -0.76110  0.378
C25 -7.43517 -4.22762 8.24295  -1.243
C26 -6.23276 -3.33706 8.53925  -0.541
C27 -5.97769 -2.28429 7.46153  -0.386
C28 -5.64439 -2.83903 6.07527  -0.813
C29 -4.43058 -3.76587 6.02094  -0.745
C30 -3.13163 -3.08065 6.42677  -0.004
H36 -7.29080 -4.80960 7.33136  0.289
H37 -7.59612 -4.93267 9.06155  0.391
H38 -8.34349 -3.63098 8.13044  0.286
H39 -5.34384 -3.95675 8.68512  0.238
H40 -6.40779 -2.82247 9.48920  0.435
H41 -5.16757 -1.62885 7.79592  0.070
H42 -6.86322 -1.64495 7.37391  0.488
H43 -5.47579 -1.99623 5.39736  0.315
H44 -6.51301 -3.37307 5.67719  0.364
H45 -4.32422 -4.13356 4.99662  0.389
H46 -4.59367 -4.64865 6.64767  0.369
H47 -2.92082 -2.22182 5.79667  -0.503
H48 -2.29961 -3.77152 6.33387  0.261
H49 -3.16649 -2.74565 7.46747  0.445
C31 3.48968 -2.38253 -4.48805  -1.041
C32 4.67278 -1.42180 -4.45773  -0.763
C33 4.30175 0.00309 -4.86467  -0.058
C34 3.78351 0.16043 -6.29421  -0.152
C35 4.72984 -0.32656 -7.39050  -0.751
C36 6.04948 0.43704 -7.43279  -1.181
H50 3.08316 -2.48994 -5.49643  0.338
H51 3.79846 -3.37258 -4.14949  0.435
H52 2.69135 -2.03765 -3.82952  0.125
H53 5.47618 -1.80574 -5.09396  0.472
H54 5.07343 -1.39607 -3.44000  0.388
H55 5.17460 0.64811 -4.72051  0.522
H56 3.53610 0.37819 -4.17914  -0.246
H57 3.56052 1.21892 -6.46417  -0.260
H58 2.82965 -0.36631 -6.39571  0.534
H59 4.22870 -0.20765 -8.35602  0.427
H60 4.92671 -1.39633 -7.27759  0.296
H61 5.87697 1.50557 -7.58197  0.235
H62 6.66934 0.07815 -8.25714  0.400
H63 6.62028 0.30619 -6.51189  0.300
C37 1.10123 3.02205 -6.77985  -1.060
C38 2.28244 3.98594 -6.75263  -0.010
C39 1.91337 5.41116 -7.16144  -0.916
C40 1.39641 5.56290 -8.59305  -0.722
C41 2.34707 5.06814 -9.68272  -0.328
C42 3.66820 5.82910 -9.72476  -1.204
H64 0.69335 2.91105 -7.78656  0.276
H65 1.41432 2.03380 -6.43983  0.248
H66 0.30202 3.36620 -6.11996  0.340
H67 3.08540 3.60174 -7.38946  0.013
H68 2.68353 4.01275 -5.73528  0.427
H69 2.78672 6.05495 -7.01882  0.320
H70 1.14807 5.78965 -6.47639  0.381
H71 1.17448 6.62076 -8.77010  0.397
H72 0.44254 5.03694 -8.69403  0.304
H73 1.84976 5.18125 -10.65062  0.366
H74 2.54212 3.99889 -9.56226  0.235
H75 3.49838 6.89673 -9.88145  0.301
H76 4.29036 5.46380 -10.54423  0.374
H77 4.23537 5.70312 -8.80096  0.287
C43 -0.80553 4.99820 6.53516  -1.368
C44 -1.20694 3.92165 5.53161  0.003
C45 -2.70420 3.61749 5.53454  -0.715
C46 -3.25401 3.06321 6.85077  -0.904
C47 -2.58478 1.78048 7.34301  -0.671
C48 -2.75664 0.60722 6.38511  -0.414
H78 -1.01177 4.69011 7.56192  0.300
H79 0.26432 5.20438 6.46227  0.412
H80 -1.34099 5.93069 6.34128  0.295
H81 -0.63218 3.01089 5.72028  0.130
H82 -0.92664 4.25925 4.52970  0.285
H83 -2.92040 2.91477 4.72489  0.273
H84 -3.25279 4.53369 5.29020  0.454
H85 -4.32627 2.87853 6.72634  0.361
H86 -3.17110 3.82586 7.63216  0.365
H87 -3.02438 1.51115 8.30870  0.395
H88 -1.52020 1.95097 7.52914  0.276
H89 -3.81497 0.39595 6.21223  0.246
H90 -2.29600 -0.29255 6.79230  0.158
H91 -2.28356 0.80568 5.42267  0.130

Computed properties:
LUMO level (hartree): 0.0785
Total energy (eV): -108119.5662
Charge: -1

No. 2
Here is a 3-piece molecular cluster, C5H10N overall from OMol25. Energies are from ωB97M-V/def2-TZVPD.

Last column: natural (NBO) charge in e.
Element x y z (Å)
C1 -2.79803 0.96553 -0.62389  -0.211
C2 0.78057 -0.68884 1.14546  0.391
C3 0.29237 -1.74200 1.64015  -0.320
C4 -2.15376 0.48331 -1.51387  -0.240
C5 0.77253 -2.69852 2.64510  -0.611
N1 1.13904 2.15276 -2.29922  -1.128
H1 -3.57907 1.29299 -0.03666  0.236
H2 1.32385 0.02355 0.46951  0.304
H3 -0.83405 -1.88968 1.64824  0.409
H4 -1.36663 0.26290 -2.15341  0.218
H5 0.09898 -3.40238 2.90551  0.252
H6 1.09179 -2.11521 3.60265  0.288
H7 1.59866 -3.24796 2.15614  0.276
H8 1.68999 2.63131 -3.03237  0.405
H9 1.07934 2.48147 -1.38892  0.365
H10 0.33148 1.59521 -2.59932  0.365

Computed properties:
LUMO level (hartree): -0.2803
Energy above the lowest of the compared OMol25 structures with the same formula, charge and spin (eV): 7.204
Total energy (eV): -6822.9978
Charge: +1

No. 3
Here is C4H6OTl as an isolated structure from OMol25. Energies are from ωB97M-V/def2-TZVPD.

Last column: Mulliken spin population.
Element x y z (Å)
O1 1.65487 -0.93944 -1.13911  0.081
C1 0.47343 -1.51982 -1.18226  0.215
C2 -0.60623 -1.15902 -0.36288  0.078
H1 0.24138 -2.06533 -2.11466  0.019
H2 -0.42644 -1.31212 0.71068  0.008
H3 -1.61372 -1.26624 -0.77641  0.003
Tl1 2.19072 0.77190 -0.43782  0.109
C3 -0.08581 1.12145 0.21964  0.405
C4 -0.35739 1.43731 1.49658  0.040
H4 -0.61909 1.73279 -0.52929  0.007
H5 0.04608 0.84939 2.33068  0.013
H6 -0.89779 2.34914 1.78486  0.019

Computed properties:
LUMO level (alpha / beta) (hartree): 0.0130 / -0.0502
Energy above the lowest of the compared OMol25 structures with the same formula, charge and spin (eV): 0.000
Total energy (eV): -10980.4665
2S+1: 2
Charge: 0

No. 4
Here is an isolated ion of composition C4HO4 and charge -1 from OMol25. Energies are from ωB97M-V/def2-TZVPD.

Last column: natural (NBO) charge in e.
Element x y z (Å)
C1 -2.02956 0.00603 1.07377  -0.405
C2 -1.97747 -1.15589 0.04259  0.700
C3 -2.05337 1.13484 0.06706  0.696
C4 -0.17198 0.04362 0.18787  0.225
O1 -2.89124 -1.93816 -0.22243  -0.622
O2 -2.87678 1.98327 -0.21614  -0.624
O3 -0.61107 -1.26319 -0.50073  -0.587
O4 -0.77473 1.18622 -0.38675  -0.558
H1 0.93221 0.13339 0.45839  0.176

Computed properties:
LUMO level (hartree): 0.1515
Energy above the lowest of the compared OMol25 structures with the same formula, charge and spin (eV): 3.233
Total energy (eV): -12351.5001
Charge: -1

No. 5
Here is C30H63Cl4FGaI2N3Na2O7P as an isolated structure from OMol25. Energies are from ωB97M-V/def2-TZVPD.

Last column: Mulliken charge in e.
Element x y z (Å)
C1 -0.17236 -2.23632 2.87724  -1.010
C2 1.36017 -2.20561 3.00364  0.473
C3 2.08723 -3.21332 2.10655  -0.705
C4 2.69138 -2.54219 0.84715  0.781
C5 1.78658 -1.48639 0.15235  -0.509
Ga1 4.55995 -1.83297 1.29068  -0.503
P1 4.71072 0.54682 0.96504  0.738
N1 5.60224 1.33582 2.03492  -0.796
C6 5.91372 -2.66251 0.05523  -0.867
I1 5.16886 -2.40932 -1.95457  0.054
C7 6.23023 -4.13783 0.29201  -0.386
C8 6.26371 -4.58133 1.75114  -1.140
I2 8.14488 -4.64369 -0.60634  0.056
H1 -0.66743 -1.49665 3.52129  0.399
H2 -0.54598 -3.22162 3.16870  0.335
H3 -0.50795 -2.04835 1.85398  0.239
H4 1.57237 -2.37954 4.06448  0.569
H5 1.75246 -1.23412 2.70803  -1.180
H6 1.44044 -4.06875 1.87121  0.225
H7 2.92100 -3.62228 2.69042  0.112
H8 2.85266 -3.32427 0.09808  0.714
H9 2.24885 -0.48836 0.10238  0.118
H10 0.77864 -1.38406 0.57664  -0.369
H11 1.63203 -1.76370 -0.89702  0.317
H12 4.90549 -2.09548 2.83612  -0.442
H13 5.12351 0.84287 -0.36193  0.031
H14 3.37177 1.13345 0.93165  -0.376
H15 5.11637 2.06119 2.52999  0.195
H16 6.82845 -2.06723 0.03093  0.796
H17 5.52736 -4.76377 -0.26166  0.467
H18 7.01088 -4.02723 2.32658  0.292
H19 6.51445 -5.64475 1.80420  0.466
H20 5.27752 -4.44707 2.21476  0.165
C9 6.96924 3.85852 4.89518  -0.666
N2 5.61732 3.33634 5.10525  0.869
O1 4.89044 3.24150 4.13166  -0.587
O2 5.34379 2.92722 6.26161  -0.715
H21 7.08359 4.13275 3.85284  0.303
H22 7.11797 4.70952 5.55462  0.316
H23 7.69329 3.05857 5.13525  0.114
Na1 7.38102 1.92738 6.68000  0.617
Na2 1.99758 0.42685 2.34537  0.889
C10 -1.71840 -5.01592 0.68172  0.337
Cl1 -0.66490 -4.08504 -0.38937  -0.071
Cl2 -0.82959 -6.22815 1.61513  -0.172
H24 -2.18665 -4.33291 1.38160  -0.486
H25 -2.45416 -5.52656 0.07145  0.387
F1 7.71566 -2.82156 -3.40015  -0.910
C11 3.37152 1.50227 -3.36529  -1.336
C12 2.15158 2.26609 -3.83790  -0.282
N3 0.89968 1.43506 -3.92662  0.420
C13 1.10468 0.30477 -4.92371  -1.537
C14 -0.19694 2.22896 -4.61078  -0.360
C15 -0.73608 3.48499 -3.94088  -1.332
C16 0.48642 0.80920 -2.62690  -1.347
C17 0.17669 1.69401 -1.43403  -0.073
O3 1.22231 2.49095 -0.89660  -0.101
C18 0.72898 3.60991 -0.18887  -1.002
H26 3.69648 0.75224 -4.08340  0.396
H27 4.18836 2.21441 -3.24460  0.438
H28 3.21602 1.02041 -2.40084  0.162
H29 2.30756 2.64124 -4.84989  0.514
H30 1.94662 3.11263 -3.18620  0.382
H31 1.42912 0.73732 -5.86762  0.653
H32 0.14847 -0.18018 -5.08788  0.497
H33 1.82026 -0.43729 -4.58214  0.489
H34 -1.00215 1.51889 -4.78985  0.398
H35 0.22857 2.47989 -5.58081  0.527
H36 -1.50989 3.26861 -3.20803  0.306
H37 -1.20649 4.09885 -4.70932  0.477
H38 0.03612 4.09254 -3.46900  0.221
H39 1.25260 0.07149 -2.39025  0.760
H40 -0.43443 0.27013 -2.85525  0.260
H41 -0.18411 1.01247 -0.64977  0.485
H42 -0.65367 2.34833 -1.68957  -0.197
H43 -0.28316 3.43508 0.18878  0.372
H44 0.71719 4.49978 -0.82612  0.254
H45 1.39333 3.79914 0.65529  0.337
C19 0.43435 -0.93048 -7.77795  0.765
O4 -0.17295 -1.39229 -8.76985  -0.670
O5 0.77577 -1.66839 -6.78210  -0.647
O6 0.79677 0.30716 -7.71550  -0.696
C20 -4.42560 6.62549 -1.62643  -0.371
C21 -3.20043 6.71740 -0.98022  -0.532
C22 -2.55135 5.56507 -0.55824  -0.188
C23 -3.12763 4.32243 -0.78577  -0.227
C24 -4.35142 4.22965 -1.43466  -0.493
C25 -5.00139 5.38268 -1.85287  -0.443
H46 -4.93176 7.52389 -1.95576  0.368
H47 -2.75079 7.68675 -0.80688  0.378
H48 -1.59660 5.63823 -0.05285  0.313
H49 -2.62237 3.42114 -0.45851  0.433
H50 -4.79696 3.25976 -1.61605  0.390
H51 -5.95633 5.31216 -2.35752  0.372
C26 -4.58649 -3.41899 3.51020  -0.154
Cl3 -3.49213 -2.43324 2.52483  -0.118
Cl4 -3.71985 -4.71159 4.34664  -0.154
H52 -5.05430 -2.77655 4.24596  0.275
H53 -5.33354 -3.85616 2.85937  0.122
C27 -8.75076 -2.31522 0.32018  -1.082
C28 -8.62410 -3.18057 1.56141  -0.319
O7 -7.78960 -2.62785 2.56830  -0.369
C29 -8.19860 -1.37606 3.09384  -0.289
C30 -9.56279 -1.40029 3.76058  -1.093
H54 -7.76509 -2.07682 -0.08192  0.293
H55 -9.31832 -2.84802 -0.44348  0.399
H56 -9.27027 -1.37789 0.52384  0.266
H57 -8.15590 -4.13069 1.30256  0.337
H58 -9.61407 -3.41361 1.96849  0.304
H59 -8.16651 -0.60365 2.31754  0.301
H60 -7.43418 -1.11798 3.82831  0.297
H61 -10.36431 -1.59557 3.04716  0.271
H62 -9.76285 -0.43411 4.22544  0.392
H63 -9.59875 -2.17223 4.53065  0.306

Computed properties:
LUMO level (hartree): -0.0430
Total energy (eV): -190428.0190
Charge: -1